No. 1
{"formula": "C5H11BCaF3OP", "method": "the ωB97M-V functional and the def2-TZVPD basis", "elements": ["C", "C", "B", "O", "P", "C", "C", "C", "F", "F", "F", "H", "H", "H", "H", "H", "H", "H", "H", "H", "H", "H", "Ca"], "positions_angstrom": [[2.171, 0.608, 0.787], [1.784, -0.215, -0.453], [0.962, -1.564, -0.164], [1.193, -2.620, -0.956], [-0.361, -1.765, 1.258], [-1.867, -0.845, 0.652], [-1.566, 0.637, 0.360], [-1.655, 0.944, -1.124], [-0.987, 0.143, -1.906], [-2.878, 1.055, -1.521], [-1.031, 2.294, -1.354], [2.790, 0.077, 1.482], [2.781, 1.462, 0.466], [1.319, 1.020, 1.343], [2.712, -0.496, -0.930], [1.266, 0.394, -1.190], [0.533, -2.762, -1.639], [0.068, -0.925, 2.312], [-2.593, -0.923, 1.438], [-2.308, -1.303, -0.216], [-2.335, 1.244, 0.819], [-0.624, 0.909, 0.869], [0.623, 2.630, -0.336]], "total_charge": 2, "homo_lumo_gap_ev": 5.892}

No. 2
{"formula": "C5H9NO2", "method": "the ωB97M-V functional and the def2-TZVPD basis", "elements": ["C", "C", "C", "C", "C", "N", "O", "O", "H", "H", "H", "H", "H", "H", "H", "H", "H"], "positions_angstrom": [[1.531, 1.883, 0.479], [0.966, 0.707, 0.280], [-1.524, 0.377, 0.666], [-3.200, -0.895, -0.668], [2.945, -0.667, -0.143], [-1.841, -0.428, -0.287], [-2.085, 0.840, 1.614], [1.464, -0.440, -0.213], [2.562, 2.135, 0.479], [1.053, 2.583, 1.046], [-3.045, -1.712, -1.368], [-3.760, -1.215, 0.167], [-3.713, -0.055, -1.132], [3.362, 0.353, -0.210], [3.037, -1.459, -0.930], [3.251, -1.027, 0.813], [-1.005, -0.979, -0.595]], "de_lowest_kj_mol": 527.43, "total_charge": 0, "homo_lumo_gap_ev": [8.530, 8.306]}

No. 3
{"formula": "H8N2Si2", "method": "the ωB97M-V functional and the def2-TZVPD basis", "elements": ["N", "N", "Si", "Si", "H", "H", "H", "H", "H", "H", "H", "H"], "positions_angstrom": [[1.738, -1.252, -0.447], [1.177, 1.548, 0.504], [-1.711, -0.286, 0.008], [0.313, 0.530, -0.546], [2.176, -1.366, 0.555], [0.997, -2.003, -0.348], [1.871, 2.208, 0.233], [0.893, 1.649, 1.407], [-1.356, -1.067, 1.318], [-2.107, -0.966, -1.181], [-2.292, 0.998, 0.238], [0.477, 1.036, -1.857]], "de_lowest_kj_mol": 285.55, "total_charge": 0, "homo_lumo_gap_ev": 8.836}